The following is a DFT calculation (ωB97M-V/def2-TZVPD) of an isolated molecule of C11H12N2O.

Bonds (Å) are listed after each position.
Cartesian coordinates (Å):
1 C 1.34673 1.08461 -2.38499  C2 1.445, C3 1.336, H15 1.081
2 C 0.31500 0.12883 -2.05481  C1 1.445, C4 1.345, H16 1.077
3 C 2.06735 1.71807 -1.45564  C1 1.336, C9 1.503, H17 1.080
4 C 0.17351 -0.20506 -0.75939  C2 1.345, C5 1.514, C10 1.433
5 C -0.75017 -1.19857 -0.08729  C4 1.514, C11 1.525, N12 1.437, O14 1.442
6 C -2.66645 0.03996 0.62738  C7 1.295, N12 1.212
7 C -3.39988 0.81845 1.35772  C6 1.295, H18 1.073, H19 1.074
8 C 0.63449 -0.24633 1.44028  C10 1.353, N13 1.373, O14 1.368
9 C 1.85611 1.54916 0.02264  C3 1.503, C10 1.496, H20 1.097, H21 1.102
10 C 0.94756 0.39034 0.28873  C4 1.433, C8 1.353, C9 1.496
11 C -0.74408 -2.59227 -0.70514  C5 1.525, H22 1.087, H23 1.086, H24 1.086
12 N -2.08504 -0.67208 -0.16317  C5 1.437, C6 1.212
13 N 1.05160 -0.00300 2.72585  C8 1.373, H25 1.009, H26 1.008
14 O -0.27833 -1.25135 1.27458  C5 1.442, C8 1.368
15 H 1.55138 1.27018 -3.43013  C1 1.081
16 H -0.28463 -0.30695 -2.83621  C2 1.077
17 H 2.84688 2.41070 -1.73801  C3 1.080
18 H -4.11874 0.43469 2.05564  C7 1.073
19 H -3.30873 1.88458 1.26345  C7 1.074
20 H 2.82236 1.41432 0.52376  C9 1.097
21 H 1.42153 2.47568 0.43105  C9 1.102
22 H 0.27338 -2.88788 -0.94815  C11 1.087
23 H -1.34050 -2.57160 -1.61192  C11 1.086
24 H -1.17483 -3.30745 -0.01021  C11 1.086
25 H 1.98398 0.37448 2.80022  N13 1.009
26 H 0.85952 -0.75153 3.37378  N13 1.008

The value obtained for the LUMO energy is 0.0284 hartree. The net charge is 0. Its energy above the lowest of the compared OMol25 structures with the same formula, charge and spin is 66.2 kcal per mole. For the electronic energy, the calculation gives -16627.1837 eV. For the highest occupied orbital energy, the calculation gives -6.8 eV. As for the SMILES: C=C=N[C@]1(C)OC(N)=C2CC=CC=C21.